No. 1
96
Properties=species:S:1:pos:R:3:forces:R:3:lowdin_charge:R:1 method="wB97M-V/def2-TZVPD" energy_ev=-108741.8807 e_above_lowest_kcal_mol=0.0 multiplicity=1 smiles="O=COCC[C@]1(S)C[C@@H](F)CS(=O)(=O)O1.C[N+](=O)[O-].C[N+](=O)[O-].C[N+](=O)[O-].C[N+](=O)[O-].C[N+](=O)[O-].C[N+](=O)[O-].C[N+](=O)[O-].C[N+](=O)[O-].C[N+](=O)[O-].C[N+](=O)[O-]"
H -1.29834 -3.66200 -5.87409 -0.05 0.21 -0.07 0.118
C 1.46768 9.57092 1.37160 0.02 0.05 -0.06 0.054
H -3.43338 -2.30655 8.24806 0.05 -0.01 -0.05 0.100
C 1.86863 -1.36445 -6.05535 0.20 0.22 -0.03 -0.142
N -2.17028 3.11255 -2.99177 0.02 -0.05 -0.05 -0.445
H 3.24718 -0.88529 -7.69307 0.00 -0.14 0.11 0.119
H -5.10161 -3.57246 3.68703 -0.06 0.12 0.14 0.066
O 4.04975 -2.31909 -6.50446 -0.09 0.33 0.05 -0.009
C -5.03486 -2.51344 3.46651 0.04 -0.09 -0.06 0.050
H 8.42185 2.60199 -1.25157 -0.02 0.01 -0.02 0.088
C 3.11929 0.78418 -1.60606 0.23 -0.08 -0.10 0.065
C 3.90929 -3.57956 -6.07342 -0.45 -0.07 -0.20 -0.367
O -3.24833 -1.70990 0.60594 -0.01 -0.01 0.00 0.058
O 4.10287 3.74621 -0.66621 0.03 0.13 0.07 0.045
C -0.46968 -0.34003 -5.61398 0.24 -0.16 0.10 -0.142
H 2.89395 0.13790 -0.76252 -0.04 0.06 0.04 0.110
H -0.15872 -2.13239 -4.44831 -0.08 0.04 -0.09 0.147
H -1.37082 0.25309 -0.67567 0.04 -0.01 -0.03 0.092
H -4.18064 -2.30038 2.82904 -0.04 0.08 -0.03 0.078
N -7.03684 -1.76219 11.37766 -0.03 0.00 -0.01 -0.455
O -4.79392 -2.36127 5.77858 -0.01 0.01 -0.03 0.056
H -5.10301 -2.51764 11.06125 -0.01 -0.02 0.00 0.060
S 1.20406 1.14983 -7.07157 -0.12 -0.02 -0.16 0.899
H 1.59733 10.20323 2.24465 -0.03 -0.02 0.02 0.103
O 0.95028 1.59498 -1.67854 0.07 -0.04 0.16 0.051
C -0.93578 -1.66587 -5.05831 -0.02 0.07 0.03 -0.331
H -5.94137 -2.13074 3.00738 0.02 0.03 -0.02 0.104
N -2.15927 -1.50751 0.10822 0.05 -0.02 0.05 -0.443
O -1.72890 -2.29423 -8.74272 0.36 -0.16 0.18 -0.250
S -0.68431 -2.50007 -7.78958 0.19 -0.05 -0.01 0.645
N -4.83812 -1.74996 4.73112 0.03 0.03 0.01 -0.440
H 3.51776 1.73929 -1.27250 -0.08 -0.06 0.03 0.067
C 0.69371 -0.53927 -6.59818 0.28 0.16 0.23 -0.747
C -2.15946 -6.49957 4.37779 -0.05 -0.05 -0.05 0.055
O -2.45555 -4.75612 5.86471 0.20 -0.19 -0.08 0.057
O -3.00200 2.67561 -2.22252 0.01 -0.05 0.01 0.058
N 7.38126 1.78873 -2.87936 -0.03 0.11 0.00 -0.449
O -1.12942 -2.05339 0.44917 -0.02 -0.01 -0.01 0.059
N 2.39504 8.41753 1.52610 0.07 -0.09 0.05 -0.438
H -2.49300 -2.42224 -6.32300 0.23 0.06 0.04 0.122
C -1.42682 -2.61054 -6.15166 -0.41 -0.20 0.06 -0.121
H -1.26525 4.09132 -1.37250 -0.02 -0.02 -0.01 0.096
N -2.99526 -5.45923 5.03488 -0.16 0.31 0.11 -0.425
O 0.22171 -3.60746 -7.91184 -0.15 0.13 -0.02 -0.277
H 2.52829 0.98710 -6.99647 0.03 -0.11 0.00 -0.117
H 1.50231 -2.30108 -5.61984 -0.01 0.13 0.00 0.117
H -5.75651 -2.73327 12.71113 -0.01 0.03 0.03 0.104
H 9.41919 2.19341 -2.69318 -0.01 0.01 -0.04 0.099
H -5.22051 -1.11953 12.18183 -0.02 0.00 0.04 0.104
O -4.72743 -0.54525 4.62337 0.00 -0.03 0.02 0.060
H 2.46280 -2.46060 -7.84437 0.01 0.11 0.14 0.116
H 1.72119 10.08901 0.45502 0.01 -0.01 0.00 0.095
H -1.78630 -7.15213 5.16124 0.03 0.02 0.00 0.102
O 0.19993 -1.16909 -7.81450 -0.51 0.08 0.05 -0.253
N 1.84032 1.05392 -2.30689 -0.23 0.12 -0.14 -0.410
C 2.88991 -1.74894 -7.12936 -0.05 -0.01 -0.19 -0.170
N -2.49552 -3.20227 9.88954 0.09 -0.01 0.04 -0.445
O 7.29744 1.70928 -4.08671 -0.01 -0.01 0.04 0.064
H -2.77985 -7.03274 3.66797 -0.01 0.01 0.01 0.095
O 4.66158 -4.08548 -5.30796 0.41 -0.24 0.25 0.105
O -2.98421 -3.69785 10.89010 -0.02 0.03 -0.08 0.038
O 6.63208 1.25824 -2.08665 -0.08 -0.11 0.00 0.055
O 3.23733 8.23967 0.66600 -0.12 0.21 -0.01 0.048
H 3.84090 6.13975 0.30633 0.00 -0.10 -0.04 0.070
H -1.17131 4.94407 -2.95299 0.00 -0.02 -0.04 0.100
F -2.00917 -1.44702 -4.17747 0.17 -0.06 -0.26 -0.017
H -0.11631 0.30724 -4.80440 -0.20 -0.15 -0.17 0.097
H 4.03243 4.95071 1.61721 -0.05 0.01 -0.02 0.107
H -2.61201 -3.84898 7.90777 0.00 0.09 0.00 0.070
H 0.45930 9.16919 1.34653 0.00 0.00 0.04 0.103
H -3.04945 -0.11630 -1.19173 -0.02 0.00 0.02 0.095
H -1.67187 -1.04449 -1.86364 0.02 0.02 0.00 0.082
O -7.80130 -1.24686 12.16739 0.02 -0.01 -0.02 0.058
H 8.35669 3.62403 -2.72474 0.01 -0.01 -0.02 0.100
O 6.15346 4.35121 -0.42659 0.00 0.03 0.01 0.072
C -3.24363 -3.31362 8.60788 -0.12 -0.03 0.05 0.042
C -5.66193 -2.05967 11.86502 0.03 -0.01 -0.03 0.047
H 3.02680 -4.09523 -6.49748 0.03 0.06 -0.04 0.153
C -2.06340 -0.51911 -0.99854 -0.07 0.08 -0.02 0.051
C -1.10364 3.98991 -2.43877 0.02 0.05 0.03 0.042
H -1.33549 -5.98619 3.89138 0.02 0.00 0.03 0.103
H 5.40847 6.00520 1.15209 0.00 -0.01 -0.01 0.100
O 1.73564 0.73811 -3.47630 0.16 -0.08 0.07 0.053
O -4.15787 -5.35642 4.70588 0.06 -0.31 -0.11 0.063
C 8.48843 2.62060 -2.33225 0.02 -0.02 0.08 0.041
O 2.25357 7.72055 2.50725 -0.02 0.03 -0.04 0.076
O -7.30572 -2.05287 10.23044 0.01 0.01 0.03 0.065
H -4.16841 -3.84696 8.79438 0.01 0.01 0.02 0.100
H -1.29731 0.14674 -6.14432 0.13 0.03 0.12 0.146
N 4.97184 4.44142 -0.17114 -0.02 -0.09 -0.11 -0.429
O -2.13099 2.88440 -4.18281 0.00 0.00 0.06 0.061
H -0.15857 3.50194 -2.65334 0.00 0.03 -0.02 0.074
H 2.36558 -0.78716 -5.26188 -0.17 -0.23 -0.18 0.120
H 3.79611 0.30961 -2.30693 -0.02 -0.01 -0.01 0.097
C 4.53179 5.47196 0.80560 0.15 -0.08 0.10 0.046
O -1.43135 -2.62265 9.85898 -0.04 -0.01 0.00 0.067

***

No. 2
70
Properties=species:S:1:pos:R:3:forces:R:3:lowdin_charge:R:1 method="wB97M-V/def2-TZVPD" energy_ev=-49970.0319 e_above_lowest_kcal_mol=97.9 multiplicity=1 smiles="COCCCC[C@]1(O)OS(=O)(=O)O[C@@H]1CCN.COC[C@@H](C)N.COC[C@@H](C)N"
H 1.70314 4.74028 -6.20097 0.06 -0.04 -0.02 0.077
C -3.17560 -2.31903 -1.08149 -0.59 0.45 -1.26 -0.242
C 1.21285 2.73962 -6.90164 0.41 -0.12 0.30 -0.427
C 0.52248 0.69280 -1.18119 0.40 -1.17 -0.53 -0.189
H -2.99880 3.23912 -0.99099 0.02 -1.99 -1.11 0.141
H -1.81772 -3.29843 -2.39322 0.17 1.45 1.34 0.083
H 3.13220 3.75756 -6.57208 -0.10 -0.08 0.03 0.062
H 0.93625 -0.67968 7.91849 -0.05 -0.05 0.00 0.078
H -1.61575 -0.78085 4.53847 0.24 0.00 -0.04 0.072
H -0.46633 -0.00366 5.64590 -0.01 -0.13 -0.01 0.098
H -0.41083 -0.58339 0.60493 2.00 1.19 -0.63 0.110
H 2.16732 3.48493 -3.79316 0.02 -0.05 -0.11 0.094
O -3.48355 2.21627 2.58322 3.66 -2.78 -4.81 -0.312
H 1.01123 -0.12879 -1.89645 -1.12 1.80 1.43 0.123
C 0.53902 0.05206 0.32829 1.58 1.10 0.27 -0.162
H -4.91036 -0.82558 -1.28769 2.65 0.20 -0.04 0.132
H 0.24649 3.12035 -4.96105 0.16 0.10 0.00 0.116
H 2.53571 -2.50904 7.07622 -0.06 -0.01 -0.16 0.134
N 1.92870 1.65496 -7.58969 -0.20 -0.24 0.25 0.033
C 0.71512 2.29077 -5.50756 -0.01 -0.18 -0.10 -0.204
H 3.46542 2.72825 -4.77929 0.01 0.23 0.08 0.073
H 0.64115 -1.87690 2.34147 1.27 -1.70 -1.43 0.096
H 2.11797 -3.04508 2.48344 -1.61 0.51 -1.73 0.100
S -2.37788 1.43545 1.77687 0.66 -0.01 9.02 0.929
C 2.10831 3.98001 -6.87460 -0.13 0.24 -0.24 -0.076
N -1.79260 -2.45954 -1.73846 -0.62 -1.61 1.44 -0.039
H 2.16821 4.42084 -7.87666 -0.03 -0.14 0.17 0.078
H -1.27724 0.08430 -2.45408 0.17 1.69 1.76 0.111
O 0.13633 -1.80956 4.77565 0.57 0.13 0.23 -0.212
C -3.22722 0.31556 -0.24535 -2.15 2.07 -0.67 -0.247
H -4.20742 0.98389 -0.11670 2.17 -1.15 -0.41 0.163
C -3.71890 -0.79514 -1.34609 -0.30 -0.18 0.51 -0.111
C 0.73904 -1.75527 7.93124 0.22 0.03 0.30 -0.076
H -3.16346 -2.54706 0.07237 -0.12 0.37 -2.35 0.124
H -3.91930 -3.04408 -1.66920 1.45 1.57 1.64 0.126
O 1.70442 1.65366 -4.69539 -0.40 0.34 -0.11 -0.204
C 1.47770 -2.46059 6.79193 -0.50 0.05 -0.16 -0.425
H 1.70871 -0.66935 5.53384 -0.15 0.02 0.11 0.122
H 0.32736 2.99534 -7.49585 0.01 -0.12 0.12 0.134
H 2.12141 -2.18667 4.75489 -0.16 -0.03 0.03 0.105
H 0.49379 -3.59975 1.55838 1.67 1.56 0.45 0.103
H 0.04905 -3.78830 6.23597 0.20 0.01 0.22 0.071
H 2.62719 -0.53482 -0.47061 -1.41 -0.78 2.06 0.129
H -0.33982 -1.91132 7.89812 0.08 0.00 -0.11 0.062
H 2.63770 1.29708 -6.94426 -0.12 0.16 -0.21 0.072
H -1.14287 -2.70513 -0.93976 -0.63 0.27 -1.57 0.069
H 1.53924 -4.34201 5.99977 -0.05 0.03 0.22 0.071
H 1.26265 1.62588 -1.25617 -1.86 -1.91 0.36 0.124
C 1.24568 -2.71846 1.75024 -0.87 0.03 0.89 -0.126
C 1.40099 -1.71926 5.43648 -0.03 -0.16 -0.07 -0.197
H 3.05075 2.05982 -3.20990 -0.16 -0.09 -0.03 0.080
C 1.96108 -0.81249 0.48003 0.02 0.54 -0.97 -0.203
H -0.07018 1.54005 -5.65513 0.18 -0.02 0.04 0.120
H 1.29220 0.86588 -7.71026 0.12 0.18 -0.10 0.072
H -3.42068 -0.36330 -2.41291 -0.59 -1.14 2.35 0.136
O -1.73480 2.32919 0.43050 -1.36 -4.29 1.49 -0.141
C -2.09501 1.44743 -0.69044 -2.12 0.65 -4.15 -0.405
C 2.63386 2.54021 -4.09722 0.15 -0.21 -0.01 -0.113
O -1.29266 1.00440 2.82538 -3.51 1.66 -5.00 -0.338
H -0.84126 1.92278 -2.53462 -0.49 -2.00 1.72 0.132
C -0.86896 -0.96772 5.31261 -0.35 -0.11 -0.07 -0.105
C -0.96745 0.99865 -1.79192 1.68 1.00 0.02 -0.082
N 0.97000 -3.83609 6.67972 0.08 0.01 -0.39 0.034
H 0.65869 0.96694 1.08556 -0.65 -2.15 -1.51 0.117
H -1.38048 -1.47168 6.13507 0.02 0.17 0.15 0.074
O -2.91915 -0.08785 1.13542 1.21 3.08 -0.90 -0.210
H 2.58410 -0.49819 1.42268 -1.35 -0.71 -1.56 0.128
H 1.08079 -2.14503 8.89734 -0.04 0.02 -0.21 0.077
O 1.73360 -2.27142 0.43335 -0.24 1.63 1.97 -0.260
O -2.95162 2.36621 -1.51182 0.84 0.79 1.80 -0.078

***

No. 3
74
Properties=species:S:1:pos:R:3:forces:R:3:lowdin_charge:R:1 method="wB97M-V/def2-TZVPD" energy_ev=-47144.6987 e_above_lowest_kcal_mol=94.8 multiplicity=1 smiles="C[N+](=O)[O-].C[N+](=O)[O-].CN(C)C=O.CN(C)C=O.CN(C)C=O.CN(C)C=O.CN(C)C=O"
C 3.07239 5.36455 -21.61433 -0.05 -0.69 -0.21 -0.057
H -1.16461 8.64820 -12.60641 -0.55 -1.06 -0.41 0.088
O 1.36024 3.20106 -19.31113 0.39 0.36 0.44 -0.015
H -0.40502 5.07587 -16.76284 0.27 1.38 -0.27 0.073
H 0.85899 4.78022 -20.42424 0.24 0.59 0.05 0.126
C -1.46783 9.25433 -13.46008 0.30 0.82 -0.84 -0.038
H -1.21596 7.79850 -15.79516 0.26 -0.24 0.30 0.050
H 2.21759 5.54745 -22.26546 -0.21 0.59 0.57 0.081
H -2.96019 6.15534 -19.50056 -0.07 0.12 0.13 0.095
H -1.93136 7.86124 -22.88256 -0.07 -0.28 -0.34 0.095
H 3.02748 6.43365 -18.11788 -0.22 0.14 0.49 0.067
N 2.80590 4.26350 -20.70664 1.84 -0.55 -0.33 -0.172
O -1.52020 10.17786 -17.08436 0.37 -0.23 0.37 0.066
C 2.10885 8.09470 -14.94687 0.78 -1.41 -0.71 0.019
C -0.66385 10.24476 -23.22565 -0.29 -1.92 0.33 -0.015
H 3.44564 6.19202 -21.01093 -0.17 0.43 -0.65 0.088
C -0.85545 7.82439 -23.05330 -0.24 -1.05 -1.15 -0.089
C 2.71277 4.40928 -16.18723 0.10 0.69 -1.55 -0.039
C 5.02995 4.07926 -17.01294 0.58 1.76 -0.76 -0.326
H 2.48849 7.08325 -15.09165 -0.04 0.07 0.28 0.063
H -2.13851 6.67744 -14.68090 0.22 0.19 0.21 0.090
O 6.09229 4.44407 -17.53758 -1.59 -0.78 0.74 -0.026
H 4.91173 3.11064 -16.50303 -0.02 0.02 -0.10 0.131
H 2.59083 4.99964 -15.27910 0.40 -0.45 0.38 0.071
N -0.50748 10.58181 -17.60651 -0.83 0.77 -1.85 -0.395
H -1.74081 10.07770 -23.20706 -0.15 0.76 -0.43 0.084
N -2.49052 8.82621 -14.44461 1.28 -1.97 0.83 -0.168
H -1.50168 5.45196 -20.18306 -0.58 0.05 -1.31 0.087
O -0.45616 10.79982 -18.84621 0.90 -0.36 2.56 0.012
H 4.75923 6.47200 -18.15000 0.21 -0.71 0.12 0.082
H 2.71561 3.32405 -16.08536 0.28 0.19 0.48 0.091
C 0.66755 10.94499 -16.68883 -0.57 -0.75 -1.04 0.081
H -4.24545 8.98820 -15.39370 -0.53 0.51 0.07 0.132
H -0.29785 10.19801 -24.25130 -0.08 0.27 -0.10 0.086
O 1.69424 9.28051 -12.99911 0.46 -1.18 -1.31 0.030
H 3.94582 2.84667 -19.53041 -0.50 0.19 -0.03 0.081
C 0.88755 8.89535 -21.76900 -0.46 0.20 0.78 -0.297
N 3.88274 4.84720 -16.99436 0.57 -0.08 0.21 -0.151
H -0.56229 7.87409 -24.10196 -0.90 -0.49 -0.61 0.097
C -0.07201 7.14644 -18.35997 -1.27 -0.45 -0.14 -0.312
H 0.53574 10.41207 -15.74717 -0.19 0.20 -0.18 0.067
O 3.62217 8.35190 -13.05964 -1.88 -0.72 -2.30 0.052
H 0.61731 12.02679 -16.56525 0.24 -0.18 -0.10 0.106
C -3.67369 9.45910 -14.57912 1.18 0.50 1.50 -0.344
H 1.37225 9.88387 -21.75881 0.25 -0.08 0.21 0.135
H -0.82671 4.22051 -18.09214 -0.47 -0.18 -0.53 0.079
N -1.13946 6.28205 -18.50243 2.84 1.46 3.72 -0.167
O 0.74164 7.09645 -17.45187 0.12 0.24 0.01 -0.027
H -2.07161 4.94814 -17.04146 -0.39 0.23 -0.52 0.084
H 4.32865 2.82937 -21.22945 -0.11 0.28 -0.25 0.091
C 1.66325 4.11887 -20.06650 -1.62 -1.38 -0.18 -0.364
H 1.03849 8.06377 -15.15054 0.16 0.38 0.66 0.067
H 2.61641 8.65670 -15.73085 0.02 0.41 0.41 0.099
O -3.94374 10.39653 -13.83678 -0.92 -0.45 -1.14 -0.004
H 3.81585 4.99975 -22.32305 0.35 0.23 0.19 0.088
H -2.89511 7.54745 -16.02212 -0.12 -0.23 -0.02 0.075
O 1.29669 7.95145 -21.07986 -0.76 0.92 -1.51 -0.026
H 1.81041 4.62283 -16.76017 0.02 0.03 -0.23 0.052
H 1.53586 10.56383 -17.22630 0.10 0.48 0.14 0.096
C -2.13649 7.61187 -15.24210 -0.92 1.69 -0.14 -0.049
H 4.80287 4.21588 -20.17802 0.27 -0.16 -0.17 0.084
N 2.50909 8.54861 -13.59357 0.51 2.47 3.00 -0.377
C -1.13537 5.12638 -17.57040 -0.27 -0.91 -0.47 -0.031
H 4.03084 6.95302 -16.67437 -0.41 0.02 0.04 0.071
C -1.89963 6.33269 -19.67905 -0.65 -1.69 -0.88 -0.069
H -0.57943 9.40077 -14.07442 0.26 0.06 0.32 0.037
C 4.02950 3.48388 -20.41078 -0.43 0.21 0.73 -0.024
H -0.43578 11.20275 -22.75838 0.33 -0.50 0.35 0.092
H -0.43234 6.87629 -22.72133 0.01 0.33 0.62 0.090
H -1.66424 10.19600 -12.94746 -0.61 0.15 -0.69 0.089
H -1.79020 7.24934 -20.25861 0.33 -0.08 0.24 0.088
N -0.24727 8.97311 -22.53785 2.34 1.86 1.88 -0.210
H -0.05045 7.90577 -19.15694 0.12 -0.03 0.16 0.110
C 3.90944 6.25510 -17.50277 0.22 -0.98 -0.05 -0.026